No. 1
{"formula": "C25H35Cl5N3SiTi", "method": "ωB97M-V/def2-TZVPD", "elements": ["Ti", "Cl", "C", "C", "C", "Cl", "C", "Cl", "C", "Cl", "C", "Cl", "C", "C", "C", "C", "N", "C", "C", "H", "H", "H", "H", "H", "H", "H", "C", "C", "N", "C", "C", "N", "H", "H", "H", "H", "H", "H", "C", "Si", "C", "C", "C", "C", "C", "C", "C", "C", "H", "H", "H", "H", "H", "H", "H", "H", "H", "H", "H", "H", "H", "H", "H", "H", "H", "H", "H", "H", "H", "H"], "coordinates": [[-0.170981, -0.331320, 0.884449], [-2.263981, -0.331320, 4.452049], [-0.546681, -0.331320, 4.297049], [-0.042081, -0.331320, 3.006249], [1.399219, -0.331320, 2.752549], [2.239519, -0.331320, 1.013349], [2.267119, -0.331320, 3.861549], [3.992019, -0.331320, 3.629649], [1.729819, -0.331320, 5.171649], [2.807019, -0.331320, 6.546049], [0.330919, -0.331320, 5.387449], [-0.316581, -0.331320, 7.002949], [-0.177081, 6.014880, 0.857849], [-0.176981, 4.516580, 0.858249], [-0.440881, 3.791580, -0.304851], [-0.426481, 2.406080, -0.241351], [-0.170981, 1.706180, 0.884449], [0.081519, 2.427080, 1.997449], [0.090019, 3.813280, 2.034749], [-0.402481, 6.415880, -0.135851], [0.806019, 6.392480, 1.157049], [-0.934581, 6.392480, 1.552049], [-0.654381, 4.287080, -1.245851], [-0.626581, 1.804880, -1.123551], [0.284219, 1.843080, 2.890449], [0.301119, 4.330080, 2.964949], [-0.082081, -2.660120, 3.329049], [-0.133581, -3.142420, 1.914249], [-0.170981, -2.375820, 0.884449], [-0.212781, -3.190620, -0.265351], [-0.197781, -4.506020, 0.146249], [-0.146681, -4.507820, 1.551649], [-0.080681, -1.550920, 3.367749], [0.839819, -3.042720, 3.814949], [-0.966281, -3.042720, 3.880549], [-0.249881, -2.834320, -1.285451], [-0.220781, -5.383920, -0.485551], [-0.123981, -5.326220, 2.176349], [0.957719, -1.515520, -0.742551], [-0.170981, -0.331320, -1.638751], [0.894219, 0.993080, -2.641751], [1.846319, 1.720780, -1.654851], [1.759319, 0.325780, -3.731151], [0.001119, 2.066780, -3.298551], [-1.544581, -1.332120, -2.641851], [-2.321781, -2.242920, -1.653751], [-0.918781, -2.233620, -3.726351], [-2.570281, -0.388620, -3.304951], [1.534819, -2.119020, -1.449151], [0.386719, -2.195920, -0.104351], [1.662919, -0.977920, -0.102151], [2.555719, 1.027180, -1.188851], [1.290019, 2.219880, -0.852351], [2.436519, 2.487280, -2.170951], [2.402719, -0.458620, -3.316551], [2.410819, 1.061580, -4.217451], [1.145819, -0.124220, -4.516851], [-0.688181, 2.520180, -2.577051], [-0.590481, 1.655280, -4.120351], [0.608919, 2.873580, -3.725551], [-1.665881, -2.984420, -1.183351], [-3.115481, -2.795920, -2.169951], [-2.794581, -1.659320, -0.854651], [-0.169681, -2.914920, -3.307151], [-0.435381, -1.646620, -4.512451], [-1.685281, -2.848320, -4.213251], [-2.989681, 0.325880, -2.587451], [-3.405881, -0.956520, -3.731451], [-2.127281, 0.177780, -4.128251], [-1.931581, -0.331320, 0.884449]], "atomic_forces_ev_per_a": [[-2.078, -0.484, -2.060], [0.065, -0.083, 0.280], [0.702, 3.034, 1.039], [3.325, 3.978, -1.962], [-0.897, 1.215, 3.093], [3.439, 3.752, 8.288], [-0.227, -0.079, -0.641], [-0.365, 0.022, 0.183], [-0.046, -0.194, -0.052], [-0.386, -0.029, -0.509], [-0.305, 0.157, -0.059], [0.301, -0.012, -0.442], [-0.019, 0.183, -0.209], [-0.081, 0.095, -0.258], [-0.199, -0.080, 0.894], [-0.915, 0.565, 0.664], [-0.206, 2.753, 0.064], [0.016, 0.402, 0.050], [-0.032, -0.516, -0.359], [0.038, -0.099, 0.175], [-0.179, 0.018, 0.066], [0.186, 0.006, -0.018], [0.054, -0.028, 0.109], [-0.154, 0.258, 0.946], [-0.069, 0.407, -0.167], [-0.024, -0.063, -0.099], [0.023, -3.727, -0.191], [-0.336, -3.035, 2.162], [-5.358, -3.982, 5.936], [-3.069, -9.305, 0.682], [-0.113, 1.206, -0.074], [0.104, 1.491, -0.121], [-0.178, -5.211, 0.031], [-0.430, 0.190, -0.121], [0.442, 0.188, -0.249], [-0.044, -1.173, 0.717], [0.004, 0.052, 0.351], [0.118, 1.033, -0.579], [3.741, 3.244, -6.162], [-1.097, 0.439, -0.327], [0.241, -0.138, -0.263], [0.046, -0.416, -0.042], [-0.134, 0.054, 0.073], [-0.019, -0.160, -0.196], [0.162, -0.213, -0.137], [-0.580, 0.217, -0.156], [-0.163, 0.151, -0.012], [0.245, 0.052, 0.082], [0.122, 0.029, 0.030], [6.649, 5.923, -3.346], [-1.703, -2.532, -4.935], [-0.067, 0.087, -0.187], [1.051, -0.281, -0.599], [-0.063, -0.045, -0.124], [-0.092, 0.085, 0.003], [0.013, 0.048, 0.024], [0.016, 0.014, 0.083], [0.063, 0.017, -0.675], [0.014, -0.001, 0.112], [0.080, -0.027, 0.062], [-2.123, 0.568, -0.762], [-0.021, 0.125, -0.241], [0.167, -0.044, -0.103], [0.014, 0.009, -0.105], [0.035, -0.051, 0.094], [-0.031, -0.023, 0.030], [0.070, -0.098, -0.028], [0.064, -0.083, 0.081], [0.013, 0.001, 0.062], [0.179, 0.144, 0.105]], "spin_multiplicity": 2, "gap_ev": [6.11, 5.99], "homo_ev": [-6.16, -6.01], "molar_mass_g_mol": 630.79}

No. 2
{"formula": "C25H35N3O10P3PtTe", "method": "ωB97M-V/def2-TZVPD", "elements": ["Pt", "O", "P", "O", "O", "O", "P", "O", "O", "O", "H", "H", "N", "C", "P", "O", "O", "C", "N", "H", "H", "H", "H", "H", "H", "H", "H", "H", "H", "C", "C", "C", "C", "C", "C", "Te", "N", "C", "O", "C", "C", "C", "C", "C", "C", "C", "C", "C", "C", "C", "C", "C", "C", "C", "C", "H", "H", "H", "H", "H", "H", "H", "H", "H", "H", "H", "H", "H", "H", "H", "H", "H", "H", "H", "H", "H", "H", "H"], "coordinates": [[0.189237, -0.118663, -0.945578], [4.057421, 1.577457, -1.156367], [2.910005, 0.660591, -1.799059], [3.294965, 0.057316, -3.077055], [2.337239, -0.179238, -0.651134], [1.738526, 1.806123, -2.096805], [0.822857, 2.713377, -1.096606], [-0.578808, 2.579658, -1.898099], [1.285737, 4.094413, -0.979002], [0.605019, 1.840371, 0.168565], [4.622150, 1.923191, -1.854660], [-0.496625, 3.056127, -2.731972], [-0.378009, 0.856563, 2.432691], [-1.879441, 0.886823, 2.393860], [-2.497510, 1.291803, 0.741317], [-2.511450, 2.768612, 0.554033], [-1.988665, 0.305383, -0.281004], [-4.288029, 0.902502, 0.696058], [-4.572614, 1.477013, -0.686483], [0.080946, 1.387467, 1.639160], [-0.061478, -0.120102, 2.340577], [-0.017640, 1.222855, 3.311105], [-2.234900, 1.653068, 3.079524], [-2.242346, -0.093053, 2.702722], [-4.880768, 1.472082, 1.408326], [-4.539751, -0.153855, 0.691768], [-4.005174, 0.958903, -1.366138], [-4.172088, 2.425219, -0.678354], [-5.551237, 1.475942, -0.956519], [-1.657014, -5.841524, 7.707679], [-1.326362, -5.113794, 6.428219], [-1.791996, -5.565232, 5.201389], [-1.496091, -4.905293, 4.011242], [-2.087042, -5.462226, 2.731775], [-0.692819, -3.752827, 4.038839], [-0.350510, -2.700761, 2.166893], [0.096005, -2.000448, -0.078930], [0.155862, -2.586083, -1.249589], [0.103013, -1.768574, -2.244021], [0.340783, -4.040949, -1.483537], [-0.428005, -5.000096, -0.837525], [-0.221307, -6.346080, -1.105676], [0.759498, -6.730269, -2.014278], [1.525629, -5.766441, -2.660421], [1.312305, -4.420244, -2.403730], [1.659839, -3.354014, 2.173481], [1.851349, -4.733835, 2.138238], [3.129741, -5.268519, 2.094991], [4.223932, -4.415558, 2.087638], [4.029962, -3.042927, 2.127036], [2.753836, -2.478823, 2.167774], [2.623724, -0.973314, 2.187150], [-0.220132, -3.280615, 5.275932], [0.640182, -2.044796, 5.429504], [-0.544701, -3.968645, 6.444310], [-2.255875, -6.731321, 7.511988], [-2.218734, -5.201416, 8.391612], [-0.748872, -6.154087, 8.227254], [-2.407775, -6.459896, 5.166799], [-2.605752, -6.401394, 2.928058], [-1.325932, -5.648246, 1.973654], [-2.806243, -4.767892, 2.290206], [-1.186988, -4.691763, -0.131415], [-0.826033, -7.094277, -0.606038], [0.921342, -7.780474, -2.223976], [2.290220, -6.063361, -3.367695], [1.898369, -3.655438, -2.900100], [0.996995, -5.400861, 2.147890], [3.265098, -6.343039, 2.062920], [5.229330, -4.816803, 2.037939], [4.888435, -2.380644, 2.119101], [3.603988, -0.503916, 2.095834], [2.186142, -0.633155, 3.131562], [2.036599, -0.615345, 1.341950], [1.093567, -1.751082, 4.488221], [1.445657, -2.219169, 6.145229], [0.047909, -1.201896, 5.804827], [-0.165599, -3.599490, 7.395327]], "atomic_forces_ev_per_a": [[-0.005, -1.381, 0.824], [-0.025, -0.286, 0.231], [-0.181, 0.307, 0.099], [0.013, 0.072, 0.031], [0.324, 0.251, -0.900], [-0.223, -0.113, 0.317], [0.361, -0.101, 0.415], [0.042, -0.053, 0.069], [0.039, -0.079, 0.056], [-0.361, 0.115, -0.593], [0.084, 0.008, -0.057], [-0.058, 0.039, -0.088], [-0.182, 0.353, -0.084], [0.398, -0.053, 0.364], [0.499, 0.415, -0.526], [-0.048, -0.213, -0.104], [-0.053, 0.071, -0.022], [-0.537, 0.049, -0.260], [0.140, -0.309, 0.258], [-0.088, 0.217, -0.266], [0.045, -0.439, 0.084], [-0.042, -0.072, 0.000], [0.008, -0.030, 0.029], [0.050, -0.064, 0.096], [-0.031, -0.071, 0.013], [-0.041, -0.007, 0.002], [-0.020, -0.135, -0.025], [0.071, 0.308, 0.096], [-0.053, -0.005, 0.012], [0.018, 0.025, -0.059], [-0.046, -0.052, 0.057], [-0.015, -0.058, 0.005], [-0.030, 0.043, -0.015], [0.012, 0.033, 0.093], [-0.070, 0.230, 0.256], [-0.362, -0.494, 1.074], [0.343, 1.272, -1.634], [-0.059, 0.043, 0.644], [0.024, 0.130, -0.360], [-0.057, 0.202, -0.030], [0.001, -0.074, 0.033], [0.077, 0.014, -0.052], [-0.045, 0.081, 0.033], [-0.036, -0.027, 0.034], [0.061, -0.029, -0.026], [0.168, 0.079, -0.194], [0.060, 0.089, 0.033], [0.009, 0.026, 0.035], [-0.031, 0.023, -0.032], [-0.011, -0.027, 0.023], [-0.034, 0.030, -0.047], [-0.015, -0.208, 0.089], [-0.005, -0.128, 0.067], [-0.100, -0.081, -0.059], [0.066, 0.041, -0.021], [0.016, 0.024, -0.003], [0.014, -0.004, -0.024], [-0.016, 0.010, -0.020], [0.032, 0.034, 0.006], [0.016, 0.025, 0.027], [0.041, -0.001, 0.008], [0.024, -0.014, -0.003], [-0.014, 0.027, 0.011], [0.026, 0.023, -0.029], [0.007, 0.021, 0.015], [-0.026, 0.003, 0.024], [-0.033, -0.031, 0.008], [0.002, 0.037, -0.019], [0.000, 0.039, -0.010], [-0.037, 0.018, 0.024], [-0.022, -0.021, -0.020], [-0.048, -0.036, -0.007], [-0.032, 0.000, 0.013], [0.021, -0.038, 0.129], [0.031, -0.004, -0.044], [-0.054, -0.014, -0.005], [0.016, -0.052, -0.039], [-0.015, -0.020, -0.063]], "spin_multiplicity": 2, "gap_ev": [6.73, 6.82], "homo_ev": [-7.65, -7.65], "molar_mass_g_mol": 953.17}

No. 3
{"formula": "C25H35N5O", "method": "ωB97M-V/def2-TZVPD", "elements": ["C", "H", "H", "H", "C", "N", "C", "H", "C", "N", "C", "O", "C", "H", "H", "C", "C", "C", "C", "C", "N", "C", "C", "H", "H", "H", "N", "N", "C", "C", "H", "H", "H", "C", "C", "C", "C", "C", "C", "H", "H", "C", "H", "H", "H", "H", "H", "C", "H", "H", "H", "H", "H", "H", "H", "H", "H", "C", "C", "H", "H", "H", "H", "H", "H", "H"], "coordinates": [[2.102108, -1.802283, 0.802626], [2.484785, -2.665308, 0.263426], [1.085971, -1.604564, 0.475323], [2.085912, -2.035121, 1.864441], [2.965762, -0.570941, 0.557900], [3.027702, -0.234474, -0.858566], [3.106577, 1.199329, -1.091000], [3.584560, 1.381166, -2.055483], [1.699564, 1.795203, -1.132566], [0.981844, 1.240126, -2.254266], [0.130157, 1.958644, -3.004989], [-0.044780, 3.151770, -2.840709], [-0.572817, 1.180885, -4.111330], [-1.160706, 1.906815, -4.673000], [0.192081, 0.783470, -4.781601], [-1.473123, 0.026812, -3.604982], [-1.689940, 0.063000, -2.112913], [-2.374170, 1.129244, -1.530825], [-2.402755, 1.163032, -0.130923], [-1.794051, 0.100312, 0.581500], [-1.219177, -0.956160, 0.021820], [-1.168323, -0.966168, -1.298995], [-0.522574, -2.196604, -1.870318], [-0.315187, -2.886024, -1.056798], [0.417768, -1.961067, -2.366932], [-1.182195, -2.688345, -2.583360], [-1.922481, 0.378759, 1.908384], [-2.560245, 1.557788, 2.071074], [-2.864820, 2.043449, 0.894834], [-3.558218, 3.352162, 0.777918], [-3.629382, 3.801183, 1.764883], [-4.564742, 3.222393, 0.380271], [-3.005535, 4.016497, 0.116040], [-1.494822, -0.348185, 3.019864], [-0.977868, -1.631468, 2.886420], [-0.560725, -2.320143, 4.010174], [-0.652573, -1.759402, 5.276961], [-1.180329, -0.477478, 5.394751], [-1.597593, 0.226521, 4.284459], [-2.007183, 1.219816, 4.372820], [-1.262933, -0.025690, 6.372978], [-0.214766, -2.513339, 6.496229], [0.353043, -3.399458, 6.223628], [0.401157, -1.884198, 7.136514], [-1.083210, -2.827591, 7.075607], [-0.158962, -3.317159, 3.896727], [-0.908672, -2.076697, 1.908429], [-3.042878, 2.196133, -2.332960], [-3.412907, 1.806366, -3.278138], [-3.875145, 2.620053, -1.779891], [-2.331836, 2.993232, -2.548750], [-1.026525, -0.923787, -3.887339], [-2.438509, 0.084258, -4.113838], [1.079826, 0.243881, -2.368702], [1.730741, 2.878916, -1.262977], [1.166798, 1.568207, -0.201016], [3.702063, 1.712166, -0.319765], [4.038281, -0.991437, -1.579957], [3.638461, -1.209486, -3.036628], [4.411021, -1.774040, -3.552793], [2.709027, -1.771601, -3.086489], [3.500630, -0.263605, -3.554799], [4.138899, -1.966684, -1.100441], [5.023633, -0.496852, -1.536187], [2.518084, 0.269682, 1.091688], [3.976204, -0.725912, 0.972538]], "atomic_forces_ev_per_a": [[0.224, 0.255, 0.042], [0.049, -0.151, -0.058], [-0.094, -0.028, -0.007], [-0.030, -0.112, 0.134], [-0.167, -0.241, 0.089], [0.007, 0.023, -0.071], [-0.284, 0.181, 0.068], [0.005, 0.033, 0.025], [0.267, 0.161, 0.056], [0.426, -0.152, 0.132], [0.057, -0.278, -0.479], [-0.121, 0.402, 0.072], [-0.054, 0.181, -0.034], [0.106, -0.005, 0.048], [-0.007, 0.036, -0.043], [-0.015, -0.036, 0.096], [-0.367, -0.036, -0.001], [0.103, -0.315, 0.266], [0.365, -0.621, 0.300], [-0.294, 0.527, -0.793], [0.037, -0.127, 0.281], [-0.103, 0.034, 0.111], [-0.075, 0.003, -0.023], [0.034, 0.000, -0.002], [0.110, -0.041, -0.126], [0.040, -0.051, -0.116], [-0.085, 0.075, -0.702], [-0.306, 0.536, 0.210], [0.107, -0.166, 0.118], [-0.024, -0.022, 0.060], [-0.021, 0.064, 0.021], [-0.045, 0.071, -0.038], [-0.034, 0.094, -0.032], [0.200, -0.335, 0.662], [-0.085, 0.059, -0.158], [-0.025, 0.135, 0.226], [0.052, -0.057, -0.017], [0.044, -0.130, -0.129], [-0.028, 0.083, -0.090], [-0.011, 0.046, 0.037], [-0.010, 0.069, 0.095], [-0.066, 0.016, 0.012], [0.050, -0.066, 0.041], [0.062, -0.023, 0.080], [0.004, -0.067, 0.090], [0.045, -0.097, -0.011], [0.029, -0.039, 0.006], [0.026, 0.111, -0.026], [-0.052, 0.006, -0.079], [-0.085, 0.021, -0.027], [-0.015, 0.078, -0.071], [-0.093, 0.000, -0.010], [0.073, -0.051, -0.060], [-0.084, -0.019, -0.089], [-0.014, -0.112, 0.077], [0.052, 0.099, 0.014], [0.026, -0.058, -0.053], [-0.077, -0.066, -0.261], [0.214, 0.001, 0.279], [0.066, -0.043, -0.141], [-0.116, -0.062, -0.017], [-0.024, 0.093, -0.096], [0.058, 0.039, 0.029], [-0.042, -0.067, 0.088], [0.066, 0.017, 0.015], [-0.049, 0.123, -0.017]], "smiles": "CCN(CC)CCNC(=O)CCc1c(C)nc2c(c(C)nn2-c2ccc(C)cc2)c1C", "gap_ev": 8.44, "homo_ev": -7.74, "molar_mass_g_mol": 421.59}